(1)
Formula: C24H30N2OS6V
Source: OMol25
Level of theory: wB97M-V/def2-TZVPD

- spin multiplicity = 2
- expectation value of S² = 0.771
- ΔE to the lowest compared entry with this formula, charge and spin (kcal per mole) = 21.2
- LUMO (alpha / beta) (eV) = 0.17 / 0.17

Last column: natural (NBO) charge in e.
Geometry (Å):
V: -0.37782 0.21501 -0.38337  0.765
C: -3.68499 -1.37605 -0.36106  -0.519
C: -3.30623 -1.08305 -1.80310  -0.540
S: -2.10419 0.26400 -2.05685  0.325
C: -3.09624 1.78844 -1.93587  -0.541
C: -3.70028 2.11086 -0.57820  -0.532
S: -2.48428 1.98163 0.77998  0.290
C: -3.65450 1.68668 2.14889  -0.530
C: -2.89986 1.41573 3.45092  -0.543
S: -1.45714 0.31032 3.29556  0.243
C: -2.23254 -1.32411 3.46971  -0.541
C: -3.10515 -1.77226 2.30256  -0.528
S: -2.22900 -1.70228 0.69334  0.286
H: -4.31622 -2.26569 -0.32814  0.227
H: -4.23349 -0.54375 0.07889  0.202
H: -4.19289 -0.84006 -2.38954  0.231
H: -2.81231 -1.94872 -2.24548  0.250
H: -3.88081 1.72946 -2.69087  0.228
H: -2.37295 2.55101 -2.22488  0.249
H: -4.52848 1.43850 -0.35230  0.204
H: -4.08315 3.13260 -0.59056  0.226
H: -4.28842 0.84091 1.87882  0.194
H: -4.28003 2.57331 2.26302  0.222
H: -3.57194 0.99104 4.19763  0.222
H: -2.47962 2.34263 3.84014  0.238
H: -2.82110 -1.32115 4.38826  0.222
H: -1.38659 -2.00062 3.59745  0.240
H: -4.00379 -1.16001 2.23158  0.205
H: -3.40348 -2.81010 2.45697  0.227
C: 3.59716 0.78840 1.06252  -0.666
C: 2.14465 1.08086 0.79127  0.285
N: 1.31794 0.09527 0.53069  -0.404
N: 1.86714 -1.16988 0.71126  -0.378
C: 1.40780 -2.09435 -0.05223  -0.068
S: 0.24402 -1.85360 -1.30570  -0.207
S: 2.10985 -3.71905 0.18700  0.222
C: 3.84681 -3.37404 -0.37100  -0.534
C: 3.91394 -3.21963 -1.86091  0.049
C: 3.73164 -1.97980 -2.46463  -0.237
C: 3.62624 -1.87622 -3.84380  -0.189
C: 3.70888 -3.00916 -4.63637  -0.220
C: 3.93185 -4.24563 -4.04589  -0.206
C: 4.03346 -4.34812 -2.66922  -0.233
C: 1.66334 2.44578 0.82716  -0.203
C: 2.30420 3.39424 1.64052  -0.152
C: 1.83905 4.68288 1.75513  -0.265
C: 0.72614 5.07681 1.01017  -0.200
C: 0.09970 4.18312 0.17527  -0.223
C: 0.52804 2.84397 0.06779  0.338
O: -0.10285 2.02419 -0.74054  -0.774
H: 3.96350 0.08344 0.31856  0.235
H: 3.72413 0.32305 2.04171  0.241
H: 4.19303 1.69484 1.00472  0.220
H: 4.41501 -4.23623 -0.02632  0.229
H: 4.15961 -2.48425 0.16980  0.233
H: 3.65418 -1.08806 -1.85382  0.209
H: 3.45565 -0.90738 -4.29558  0.212
H: 3.59009 -2.93609 -5.70984  0.211
H: 4.00958 -5.13670 -4.65613  0.210
H: 4.18698 -5.31652 -2.20678  0.207
H: 3.16293 3.09074 2.22524  0.210
H: 2.33212 5.38329 2.41591  0.211
H: 0.35602 6.09162 1.08736  0.209
H: -0.75433 4.48794 -0.41682  0.206

Atomic forces in eV per Å
-1.8413 -0.5244 0.0846
0.1569 -0.1290 0.1919
0.2886 0.2343 0.1242
-0.6183 0.1354 -0.6072
0.1211 -0.3028 0.1420
0.1633 0.0641 0.2621
-0.2711 -0.1001 0.1202
0.2308 -0.0161 -0.2448
0.3304 -0.2181 -0.2453
-0.1682 -0.0444 0.3467
0.1453 0.3579 -0.2494
0.1838 0.1272 -0.2030
-0.2085 -0.0248 0.1172
-0.0697 0.0395 -0.0453
-0.0006 -0.0115 -0.0033
-0.0231 -0.0988 -0.0160
-0.0766 -0.0197 -0.0418
0.0129 0.1143 -0.0281
-0.0487 0.0314 -0.0415
-0.0384 0.0347 -0.0298
-0.0970 -0.0347 -0.0576
-0.0546 0.0459 0.0350
-0.0761 -0.0484 0.0353
-0.0335 0.1226 0.0520
-0.0859 0.0303 0.0286
0.0233 -0.1436 0.0237
-0.0440 -0.0550 0.0475
-0.0018 -0.0273 0.0451
-0.0875 0.0242 0.0162
-0.1060 0.0616 -0.0072
0.1964 -0.4078 0.0824
0.9321 0.3124 0.7387
0.5334 -0.4482 0.2775
0.2354 0.2180 0.1015
0.2355 -0.0813 -0.5229
0.2670 -0.0585 -0.1183
-0.4902 0.0877 0.1090
-0.1205 -0.0669 0.0134
0.0590 -0.0019 0.0439
-0.0157 0.0548 -0.0113
0.0002 -0.0336 -0.0517
0.0076 -0.0597 0.0105
0.0081 0.0506 0.0368
-0.3929 -0.0495 -0.3198
0.0179 0.0801 0.0363
0.1166 -0.0052 0.0795
-0.0279 -0.0522 -0.0888
-0.0901 -0.0091 -0.1016
0.5358 0.2227 0.4483
0.0808 0.6953 -0.6838
0.0611 -0.0189 0.0572
0.0244 -0.0300 -0.0156
0.0070 -0.0091 0.0264
0.0401 0.0114 0.0258
0.1204 -0.0043 -0.0121
-0.0619 -0.0113 0.0414
0.0121 -0.0007 -0.0026
0.0533 0.0274 -0.0001
0.0052 0.0191 -0.0186
-0.0360 -0.0121 -0.0091
-0.0055 -0.0017 -0.0037
0.0048 -0.0085 0.0002
-0.0029 0.0021 -0.0256
-0.0159 -0.0360 0.0048

***

(2)
Formula: C59H67BN2O4P2PbSi2
Source: OMol25
Level of theory: wB97M-V/def2-TZVPD

- spin multiplicity = 1
- LUMO (eV) = 3.92
- charge = -2

Last column: Mulliken charge in e.
Geometry (Å):
Pb: 0.83456 -0.46276 0.14116  -0.004
C: 1.22575 -2.05331 -3.62638  -0.721
Si: 0.18173 -0.73457 -2.71074  0.923
C: -1.61237 -1.32525 -3.23918  0.496
C: -1.91176 -1.29591 -4.61058  -0.199
C: -3.08011 -1.81504 -5.13922  -1.003
C: -4.01098 -2.40983 -4.29724  -0.831
C: -3.75785 -2.44328 -2.93980  -0.055
C: -2.58674 -1.89913 -2.39713  -0.325
P: -2.37675 -1.86303 -0.56672  0.881
C: -4.14733 -1.73952 -0.06714  0.129
C: -4.77491 -2.62316 0.80619  -0.344
C: -6.09778 -2.43116 1.18669  -0.631
C: -6.81719 -1.35054 0.70221  -0.671
C: -6.19749 -0.45465 -0.16111  -0.558
C: -4.87913 -0.64503 -0.53604  -0.187
C: -2.02693 -3.60438 -0.12318  0.929
C: -1.99682 -4.68089 -1.00389  -0.858
C: -1.67955 -5.95430 -0.54692  -0.571
C: -1.40898 -6.16664 0.79689  -0.727
C: -1.42650 -5.09459 1.68073  -0.294
C: -1.71225 -3.81756 1.22350  -0.676
C: 0.41305 0.81086 -3.87845  -0.093
C: 0.86047 0.61831 -5.19585  -0.020
C: 1.05169 1.66491 -6.08115  -1.007
C: 0.79464 2.96950 -5.67848  -0.863
C: 0.37423 3.19650 -4.38219  -0.042
C: 0.20098 2.14152 -3.48220  -0.270
P: -0.30505 2.50550 -1.74977  1.456
C: -1.80321 3.50572 -2.12559  0.324
C: -1.94071 4.88150 -1.96449  -0.369
C: -3.14923 5.51100 -2.24229  -0.691
C: -4.23450 4.77468 -2.69287  -0.598
C: -4.10663 3.40016 -2.86024  -0.440
C: -2.90828 2.77272 -2.56867  -0.639
C: 0.90326 3.76059 -1.19028  0.723
C: 0.64609 4.38281 0.03523  -0.386
C: 1.58439 5.21497 0.62155  -0.971
C: 2.81512 5.41773 0.00974  -0.675
C: 3.09479 4.77917 -1.18832  -0.588
C: 2.14591 3.96104 -1.78580  -1.012
H: 0.81735 -2.36763 -4.59246  0.502
H: 1.30987 -2.93884 -2.99691  -0.580
H: 2.23903 -1.67294 -3.78199  0.389
H: -1.19960 -0.85123 -5.29499  0.288
H: -3.26181 -1.76062 -6.20727  0.376
H: -4.92845 -2.82999 -4.69316  0.357
H: -4.49136 -2.88110 -2.27262  0.534
H: -4.22932 -3.46892 1.20263  0.361
H: -6.56174 -3.13258 1.87029  0.382
H: -7.84720 -1.19792 1.00346  0.314
H: -6.73507 0.41078 -0.53020  0.437
H: -4.39966 0.07657 -1.18390  0.181
H: -2.20847 -4.52756 -2.05537  0.262
H: -1.63429 -6.77868 -1.24904  0.338
H: -1.15575 -7.15968 1.14994  0.324
H: -1.17834 -5.23735 2.72545  0.436
H: -1.66884 -2.96844 1.90948  0.189
H: 1.07980 -0.38706 -5.53483  0.421
H: 1.40198 1.46349 -7.08791  0.382
H: 0.93183 3.79829 -6.36348  0.350
H: 0.18171 4.21117 -4.04880  0.443
H: -1.09864 5.47127 -1.62297  0.330
H: -3.23687 6.58321 -2.10650  0.376
H: -5.17642 5.26554 -2.90892  0.353
H: -4.94954 2.80922 -3.19741  0.421
H: -2.82681 1.69528 -2.66508  0.103
H: -0.28426 4.18195 0.55726  0.363
H: 1.36705 5.67615 1.57724  0.417
H: 3.56294 6.04202 0.48315  0.352
H: 4.06709 4.89108 -1.65214  0.359
H: 2.39362 3.44539 -2.70346  0.170
C: -4.73585 3.71913 0.93761  -0.998
O: -4.32076 2.45974 0.44701  -0.236
C: -3.04736 2.02432 0.70189  -0.305
O: -2.57948 1.13891 0.03643  1.323
N: -2.37989 2.69388 1.67792  0.008
N: -1.10851 2.26022 2.11987  -0.414
H: -5.68319 3.93621 0.44807  0.231
H: -4.01575 4.49996 0.68196  0.342
H: -4.90009 3.70041 2.02066  0.312
H: -2.88020 3.24651 2.35201  0.199
H: -1.21695 1.33745 2.56356  0.146
H: -0.56812 2.06751 1.27776  -0.162
C: 4.22826 -2.80069 -1.23603  -0.474
Si: 2.94299 -3.67190 -0.16851  0.509
C: 2.10882 -5.02225 -1.19917  -1.099
C: 3.94790 -4.63080 1.13043  -1.338
C: 1.70156 -2.59623 0.65592  1.221
H: 5.06911 -3.46750 -1.44975  0.469
H: 4.61062 -1.91422 -0.72512  -0.060
H: 3.80798 -2.46175 -2.18299  0.102
H: 2.86127 -5.59722 -1.74874  0.367
H: 1.37900 -4.64399 -1.91504  0.252
H: 1.57842 -5.70688 -0.53155  0.252
H: 4.61617 -5.35828 0.65716  0.292
H: 3.28281 -5.16511 1.81269  0.283
H: 4.55873 -3.94904 1.72760  0.282
H: 2.08572 -2.31124 1.64465  -0.064
H: 0.80942 -3.18528 0.87074  -0.342
C: 1.46831 1.35066 4.74025  -1.550
C: 0.47342 0.38654 5.38206  2.076
C: 0.01349 0.95622 6.71826  -2.146
O: -0.65506 0.27908 4.51468  -0.787
B: -0.54682 -0.86753 3.64632  -0.382
O: 0.55254 -1.60442 4.19091  -0.255
C: 0.98437 -1.07189 5.44177  1.968
C: 2.49408 -1.22314 5.53918  -1.593
C: 0.32005 -1.89620 6.54654  -2.427
H: 0.96544 2.30334 4.56797  0.567
H: 1.80237 0.97909 3.77178  -0.161
H: 2.34412 1.52376 5.37285  0.295
H: -0.34786 1.97489 6.56680  0.505
H: 0.83567 0.98900 7.44081  0.295
H: -0.80022 0.36714 7.13707  0.363
H: 2.98962 -0.73151 4.70564  -0.066
H: 2.74943 -2.28362 5.50147  0.530
H: 2.87998 -0.80771 6.47623  0.308
H: -0.76449 -1.82155 6.46854  0.423
H: 0.63378 -1.58382 7.54725  0.347
H: 0.59669 -2.94198 6.40419  0.486
C: 6.04920 1.24203 2.36676  -0.881
C: 4.83699 0.62411 2.73897  -0.440
C: 3.88368 0.35598 1.79555  0.736
C: 4.06662 0.68454 0.42535  0.475
C: 3.05296 0.38608 -0.54767  -0.245
C: 3.35576 0.73929 -1.84458  0.938
C: 4.57445 1.34834 -2.22399  -0.862
C: 5.53051 1.63093 -1.29311  -1.479
C: 5.29750 1.30233 0.06464  1.125
C: 6.27019 1.57021 1.05989  -0.791
H: 6.80197 1.45258 3.11855  0.369
H: 4.66505 0.36272 3.77605  0.390
H: 2.95655 -0.12288 2.09217  -0.381
H: 2.64277 0.54415 -2.63876  -0.318
H: 4.74523 1.59466 -3.26874  0.389
H: 6.47019 2.09915 -1.57047  0.244
H: 7.20140 2.04200 0.76015  0.365

Atomic forces in eV per Å
0.1757 0.2015 -0.4563
-0.0295 0.0734 -0.0272
-0.1519 -0.1395 0.3883
0.0020 -0.0352 0.0534
0.0420 -0.0224 0.0019
-0.0186 -0.0118 -0.0229
0.0002 0.0180 -0.0309
-0.0087 0.0122 0.0003
0.0059 -0.0033 -0.0485
0.2296 0.1224 0.1085
0.0119 0.0051 0.0010
0.0075 -0.0025 0.0027
-0.0128 0.0012 0.0070
-0.0187 0.0003 0.0124
0.0024 -0.0020 0.0108
-0.0379 0.0055 0.0023
0.0044 -0.0141 0.0136
0.0024 -0.0051 -0.0193
-0.0121 -0.0072 -0.0276
0.0286 0.0000 0.0086
0.0465 0.0084 -0.0067
-0.0316 0.0397 0.0055
0.0540 0.0046 0.0301
0.0387 -0.0204 0.0235
0.0115 0.0073 -0.0283
0.0104 0.0182 -0.0350
-0.0409 0.0096 0.0408
0.0456 0.0418 0.0027
-0.0584 -0.1917 -0.0553
-0.0303 0.0078 0.0456
0.0428 -0.0017 -0.0050
-0.0257 0.0095 0.0060
-0.0100 0.0076 -0.0086
-0.0078 0.0041 0.0056
0.0000 0.0201 -0.0010
0.0446 -0.0201 -0.0105
-0.0413 -0.0288 -0.0020
0.0245 0.0351 0.0177
-0.0021 -0.0165 -0.0004
0.0227 0.0245 0.0192
-0.0148 -0.0233 -0.0138
-0.0143 0.0259 -0.0258
-0.0272 0.0113 -0.0013
0.0402 -0.0186 -0.0018
0.0182 0.0236 -0.0132
-0.0021 0.0030 -0.0056
-0.0057 -0.0107 -0.0018
0.0048 -0.0215 -0.0302
-0.0029 -0.0154 -0.0121
-0.0062 -0.0012 0.0067
-0.0037 -0.0032 0.0006
-0.0135 0.0051 -0.0081
-0.0043 -0.0147 -0.0080
-0.0022 0.0221 -0.0088
-0.0072 -0.0171 0.0038
-0.0031 -0.0088 -0.0001
-0.0015 -0.0074 0.0095
0.0448 -0.0195 -0.0162
-0.0073 -0.0120 -0.0125
-0.0017 0.0024 -0.0018
0.0009 0.0010 -0.0012
0.0022 0.0047 -0.0061
0.0056 -0.0106 0.0154
-0.0052 0.0009 -0.0102
0.0008 0.0019 0.0027
-0.0106 0.0034 -0.0057
0.0186 -0.0147 -0.0146
-0.0011 0.0546 -0.0222
-0.0012 -0.0050 0.0055
0.0056 0.0051 0.0019
0.0060 -0.0005 -0.0018
0.0001 -0.0027 -0.0083
-0.0141 0.0277 0.0055
0.0409 0.0101 -0.0351
-0.0346 -0.0851 -0.0693
-0.1137 0.1231 0.0920
0.0389 0.1136 0.0696
-0.1115 -0.2151 -0.0272
-0.0027 0.0007 0.0110
-0.0072 -0.0027 0.0037
-0.0131 0.0104 -0.0035
0.0717 -0.0527 -0.0761
0.0958 0.0780 0.0190
0.0370 -0.0101 0.0271
-0.0233 0.0005 0.0551
-0.0840 0.0446 0.0666
0.0659 -0.0351 0.0377
0.0231 0.0111 -0.0916
0.0705 0.0916 0.0000
0.0062 -0.0352 -0.0153
0.0313 -0.0126 0.0104
-0.0439 0.0361 -0.0344
-0.0215 -0.0243 -0.0228
-0.0014 0.0223 0.0131
-0.0170 -0.0137 0.0093
0.0158 -0.0105 0.0202
-0.0237 -0.0106 0.0080
0.0047 0.0261 0.0131
0.0243 -0.0339 0.0234
-0.1079 -0.1012 0.0018
0.0252 0.0264 -0.0071
0.0150 0.0668 0.1153
0.0263 0.0026 -0.0127
-0.1752 -0.0391 -0.1409
-0.0658 -0.0017 0.3336
-0.0093 -0.1005 -0.2390
0.0727 -0.0180 0.0359
0.0038 -0.0025 0.0280
-0.0208 -0.0084 -0.0140
-0.0156 0.0019 -0.0217
-0.0131 -0.0163 -0.0062
0.0078 0.0027 0.0147
-0.0044 0.0144 -0.0064
0.0186 -0.0063 0.0023
-0.0160 -0.0079 0.0039
0.0007 -0.0126 -0.0267
0.0049 -0.0080 0.0048
-0.0065 0.0226 0.0069
-0.0147 0.0073 0.0053
0.0182 0.0099 0.0009
-0.0051 -0.0121 -0.0051
0.0320 0.0153 0.0058
-0.0321 -0.0152 0.0113
0.0244 0.0115 0.0512
0.0052 0.0108 -0.0209
-0.0983 0.0314 0.0228
-0.0065 -0.0289 0.0024
0.0071 0.0187 -0.0365
0.0077 0.0072 0.0009
-0.0121 -0.0132 -0.0171
0.0062 0.0105 0.0011
-0.0030 -0.0037 -0.0005
-0.0084 0.0066 0.0011
-0.0109 -0.0285 -0.0234
0.0078 -0.0067 -0.0133
-0.0039 -0.0069 -0.0025
0.0015 -0.0010 -0.0018
0.0024 0.0035 -0.0006

***

These records have total energy values of -121101.87245, -113699.60268 eV, in the order they appear.